No. 1
Here is C3H14B2ORb as an isolated structure in a non-equilibrium geometry from the OMol25 dataset. Energies are from ωB97M-V with the def2-TZVPD basis set.

```
! wB97M-V def2-TZVPD RIJCOSX def2/J DEFGRID3
* xyz -1 1
Rb 2.1732 0.1210 0.3232
B -0.4455 -0.8624 -1.0657
H -1.0459 0.0312 -1.5204
H -0.8831 -1.8415 -1.5226
H 0.6141 -0.8590 -1.5183
H -0.3740 -0.9247 0.0833
B 3.5625 -2.6783 -0.3175
H 4.2234 -3.6352 -0.2278
H 3.6470 -2.1158 0.6836
H 3.9895 -1.9887 -1.1368
H 2.4515 -2.8987 -0.5167
C -2.9728 1.2954 0.8023
C -1.8791 2.0865 0.1455
O -2.1283 2.8968 -0.7181
C -0.5255 2.0316 0.7857
H -3.9435 1.7649 0.6715
H -2.7642 1.1771 1.8729
H -2.9972 0.2444 0.5020
H -0.5926 2.6339 1.6937
H 0.1679 2.5459 0.1180
H -0.2772 0.9754 0.8622
*
```

Output
Relative energy (zero: lowest compared OMol25 entry of this formula, charge and spin) in kJ/mol: 97.4


No. 2
Here is C9H17N5OS in the gas phase in a non-equilibrium geometry from the OMol25 dataset. Energies are from ωB97M-V with the def2-TZVPD basis set.

```
! wB97M-V def2-TZVPD RIJCOSX def2/J DEFGRID3
* xyz 0 1
C -3.3616 2.1064 0.3207
O -1.8810 1.8890 0.4309
C -1.0502 1.6944 -0.8279
C -1.2829 0.3157 -1.6073
N -1.5931 -0.6994 -0.7260
N -2.6340 -1.4682 -1.2643
N -2.8868 -2.3062 -0.3849
N -2.0590 -2.3205 0.7369
C -1.3197 -1.2396 0.4556
C -0.2159 -0.8215 1.3751
N 1.0709 -0.4453 0.6813
C 1.8065 -1.5855 0.0480
C 2.2111 -1.0789 -1.3562
S 3.5008 0.3314 -1.1113
C 3.4727 0.3280 0.7060
C 2.1385 0.2899 1.3899
H -3.8147 3.3197 0.1175
H -3.7758 1.4626 -0.4645
H -3.8069 1.5294 1.3908
H -1.2870 2.6044 -1.4296
H -0.0071 1.7914 -0.4622
H -0.3874 0.2342 -2.2533
H -2.1310 0.5799 -2.3124
H -0.3737 0.0751 1.9232
H 0.1007 -1.8373 1.9730
H 2.6602 -1.9437 0.7446
H 0.9919 -2.2759 -0.1296
H 2.7386 -1.9240 -2.0515
H 1.1261 -0.9559 -1.9380
H 4.1144 -0.4509 1.2448
H 3.9755 1.3266 0.9803
H 2.1517 0.0464 2.4057
H 1.8080 1.4282 1.3949
*
```

Output
SMILES string: COCCn1nnnc1CN1CCSCC1
Relative energy (zero: lowest compared OMol25 entry of this formula, charge and spin) in kJ/mol: 486.3


No. 3
Here is a 12-piece molecular cluster, C41H85BCl23N4O4S overall in a non-equilibrium geometry from the OMol25 dataset. Energies are from ωB97M-V with the def2-TZVPD basis set.

```
! wB97M-V def2-TZVPD RIJCOSX def2/J DEFGRID3
* xyz -1 1
C -0.7683 -7.2133 0.2875
N -1.4372 -5.9866 0.7025
C -1.3735 -4.9326 -0.3418
B -1.3757 -3.4102 0.3358
C -2.4226 -3.3653 1.5840
C -3.8707 -3.6509 1.1211
C -4.6610 -2.3728 0.8082
C -5.6187 -1.9159 1.9351
C -6.9371 -1.4463 1.3658
O -6.7134 -0.3194 0.4836
C -7.6071 -0.2915 -0.5126
C -7.1892 -0.8928 -1.8362
O -8.6722 0.1907 -0.4004
O 0.0634 -3.1105 0.5903
C 0.4866 -1.9786 -0.1550
C 0.8786 -0.9704 0.9272
C 1.5444 0.3314 0.4012
C 2.9071 0.5610 1.0770
S 3.4764 2.2879 0.8047
C -0.7451 -1.6473 -1.1594
C -0.3174 -2.4613 -2.4154
C -1.2976 -2.5199 -3.6081
C -0.8395 -1.6366 -4.8027
Cl -3.0218 -2.1155 -3.2652
C -0.9295 -0.2001 -1.6172
C -1.7369 0.7855 -0.7378
N -3.0868 0.9262 -1.3504
N -1.1301 2.1624 -0.7277
N -1.9426 0.3976 0.6446
O -1.7749 -2.2678 -0.5063
H 0.1711 -7.0579 -0.2726
H -1.4455 -7.7581 -0.3714
H -0.5096 -7.8151 1.1596
H -0.8781 -5.6262 1.4722
H -2.1753 -5.0718 -1.0804
H -0.3901 -5.0574 -0.8262
H -2.2199 -4.0881 2.3792
H -2.4575 -2.3864 2.0823
H -3.8857 -4.2614 0.2176
H -4.4041 -4.2499 1.8676
H -4.0384 -1.5410 0.4967
H -5.3050 -2.6003 -0.0507
H -5.7964 -2.6877 2.6832
H -5.1785 -1.0384 2.4151
H -7.4426 -2.2397 0.8119
H -7.5604 -1.0912 2.1902
H -6.3275 -1.5405 -1.6868
H -6.9020 -0.1053 -2.5278
H -8.0056 -1.4445 -2.2902
H 1.3892 -2.3809 -0.6378
H 1.6540 -1.4681 1.5196
H 0.0852 -0.7752 1.6354
H 0.8868 1.1883 0.5135
H 1.7920 0.1275 -0.6400
H 2.9097 0.2925 2.1283
H 3.6211 -0.0351 0.5193
H 2.3413 2.9396 0.4863
H -0.0227 -3.4764 -2.1720
H 0.5996 -1.9893 -2.7852
H -1.2966 -3.5360 -3.9898
H -0.9451 -2.1517 -5.7505
H 0.1793 -1.2650 -4.6758
H -1.4806 -0.7583 -4.7901
H 0.0706 0.2227 -1.7231
H -1.3549 -0.1276 -2.6144
H -2.9769 1.2278 -2.3186
H -3.5076 1.7246 -0.8741
H -1.5915 2.7204 -1.4382
H -0.1549 2.1199 -1.0149
H -1.7560 1.1739 1.2665
H -2.9243 0.1741 0.7646
Cl -2.1438 4.0781 -3.7756
C -2.7584 3.8506 -5.4329
C -3.9283 2.9014 -5.4766
Cl -3.4434 1.2326 -5.0944
H -1.9350 3.4987 -6.0504
H -3.0638 4.8326 -5.7934
H -4.3555 2.8886 -6.4788
H -4.7063 3.1959 -4.7753
Cl -2.8332 -5.6308 4.2519
C -3.1379 -5.1196 5.9269
C -3.9900 -3.8763 5.9931
Cl -3.1312 -2.4389 5.3890
H -2.1774 -4.9700 6.4156
H -3.6521 -5.9425 6.4242
H -4.2625 -3.6718 7.0286
H -4.9029 -3.9909 5.4123
Cl 1.0133 -10.5672 1.7452
C 1.5087 -11.4575 0.2851
C 1.6686 -10.5534 -0.9117
Cl 0.1138 -9.8999 -1.4782
H 0.7708 -12.2345 0.0990
H 2.4616 -11.9341 0.5134
H 2.0966 -11.1175 -1.7400
H 2.3244 -9.7135 -0.6925
Cl 3.3788 4.0067 -5.5912
C 4.1910 3.7665 -4.0207
C 3.6134 2.6093 -3.2470
Cl 1.9622 2.9371 -2.6761
H 4.1173 4.6953 -3.4600
H 5.2417 3.5752 -4.2347
H 4.2192 2.4191 -2.3601
H 3.5869 1.7012 -3.8464
Cl -2.9132 -4.6935 -8.6865
C -3.0951 -4.0283 -7.0391
C -3.8458 -2.7221 -7.0305
Cl -2.9103 -1.4048 -7.7809
H -2.1019 -3.9187 -6.6095
H -3.6417 -4.7687 -6.4572
H -4.0437 -2.4215 -6.0007
H -4.7951 -2.8022 -7.5553
Cl 0.6844 -1.3894 -7.8412
C 2.4377 -1.1067 -7.9078
C 3.1488 -1.7664 -6.7521
Cl 2.7273 -1.0096 -5.1965
H 2.5994 -0.0310 -7.9179
H 2.8043 -1.5182 -8.8478
H 4.2267 -1.6738 -6.8815
H 2.9014 -2.8231 -6.6797
Cl -2.8051 3.7645 1.0934
C -2.5174 4.4627 2.7056
C -1.1080 4.2025 3.1732
Cl -0.8309 2.4778 3.5189
H -3.2494 4.0472 3.3949
H -2.6902 5.5362 2.6286
H -0.9159 4.7463 4.0980
H -0.3776 4.5188 2.4314
Cl -4.1155 7.2100 -4.3552
C -2.6221 7.9152 -3.6893
C -1.6936 8.4105 -4.7704
Cl -0.9929 7.0816 -5.7282
H -2.1465 7.1613 -3.0655
H -2.9207 8.7491 -3.0552
H -0.8604 8.9474 -4.3189
H -2.2054 9.0822 -5.4559
Cl 2.3880 3.3022 4.6216
C 4.1347 3.6326 4.6074
C 4.8354 3.0568 5.8106
Cl 4.3900 3.8974 7.3215
H 4.2743 4.7096 4.5429
H 4.5304 3.1798 3.6980
H 5.9137 3.1656 5.6978
H 4.6083 2.0010 5.9370
Cl 8.3048 3.5508 7.8571
C 8.0397 4.1782 9.5019
C 7.2516 5.4628 9.4959
Cl 8.1865 6.8123 8.8001
H 9.0113 4.3065 9.9740
H 7.4891 3.4136 10.0483
H 6.9986 5.7456 10.5169
H 6.3298 5.3630 8.9279
Cl 13.3172 8.8019 9.6333
C 12.6572 8.4512 8.0145
C 11.4194 7.5925 8.0764
Cl 11.7774 5.9351 8.6184
H 13.4412 7.9784 7.4278
H 12.4149 9.4095 7.5572
H 10.9776 7.5119 7.0840
H 10.6763 8.0118 8.7493
*
```


No. 4
Here is C5H5Br15 as an isolated structure from the OMol25 dataset. Energies are from ωB97M-V with the def2-TZVPD basis set.

```
! wB97M-V def2-TZVPD RIJCOSX def2/J DEFGRID3
* xyz 0 1
C 3.1344 3.8146 1.1946
Br 3.6265 4.0853 -0.6373
Br 1.3629 4.4872 1.5362
Br 4.4095 4.5958 2.3797
H 3.0708 2.7449 1.3248
C 4.3100 -2.8027 -0.2258
Br 4.6674 -4.1697 1.0355
Br 2.8039 -1.7511 0.2978
Br 4.0696 -3.5042 -1.9833
H 5.1525 -2.1323 -0.2597
C 0.0109 0.5503 0.2355
Br 0.1590 1.0003 2.0669
Br 1.3581 1.4656 -0.7750
Br -1.7406 0.9660 -0.4294
H 0.1707 -0.5103 0.1129
C -4.9703 2.2104 -1.3953
Br -4.6533 3.6446 -0.1446
Br -3.8576 2.3760 -2.9474
Br -6.8136 2.1160 -1.8728
H -4.7082 1.2855 -0.9063
C -2.3546 -4.0392 0.3907
Br -0.9621 -5.3019 0.7253
Br -3.8683 -4.8742 -0.3898
Br -1.7364 -2.6081 -0.6861
H -2.6414 -3.6489 1.3528
*
```

Output
Relative energy (zero: lowest compared OMol25 entry of this formula, charge and spin) in kJ/mol: 28.2


No. 5
Here is C3H4N2OS in the gas phase in a non-equilibrium geometry from the OMol25 dataset. Energies are from ωB97M-V with the def2-TZVPD basis set.

```
! wB97M-V def2-TZVPD RIJCOSX def2/J DEFGRID3
* xyz 0 1
H 0.3292 2.6333 -0.3537
N -0.4902 1.9065 0.0894
C 0.1710 0.7840 0.1763
O 1.4545 0.4792 -0.0889
N 1.5684 -0.8966 -0.0622
C 0.1678 -1.3727 0.0163
C -0.6840 -0.3399 0.1771
S -2.3618 -0.3798 0.0198
H 1.9598 -1.1971 0.9069
H 0.1994 -2.5093 -0.3881
H -2.3142 0.8922 -0.4929
*
```

Output
SMILES string: [H]/N=c1\o[nH]cc1S
Relative energy (zero: lowest compared OMol25 entry of this formula, charge and spin) in kJ/mol: 407.1


No. 6
Here is C19H20N4O3S2SbSe4Sn as an isolated structure from the OMol25 dataset. Energies are from ωB97M-V with the def2-TZVPD basis set.

```
! wB97M-V def2-TZVPD RIJCOSX def2/J DEFGRID3
* xyz 1 1
Sn 0.2911 1.0080 0.3770
C -1.6949 -1.6178 0.2971
C -2.0764 -1.1538 1.6947
C -0.9135 -0.9039 2.6234
C -0.9757 -1.3570 3.9313
C 0.0658 -1.1141 4.8063
C 1.1807 -0.4266 4.3538
C 1.1944 -0.0029 3.0466
N 0.1827 -0.2456 2.1937
N -1.2181 -0.5534 -0.6276
C -0.5367 -1.2007 -1.7717
C 0.7567 -1.7835 -1.3062
C 1.2759 -2.9665 -1.7952
C 2.4592 -3.4460 -1.2521
C 3.0608 -2.7405 -0.2222
C 2.4804 -1.5557 0.1965
N 1.3653 -1.0746 -0.3529
C -2.3275 0.2526 -1.1666
C -1.8027 1.5326 -1.7723
C -2.5908 2.3302 -2.5763
C -2.0492 3.4900 -3.1047
C -0.7295 3.8138 -2.8317
C -0.0009 2.9752 -2.0170
N -0.5313 1.8525 -1.5093
H -2.5486 -2.1170 -0.1726
H -0.8969 -2.3574 0.3758
H -2.6790 -1.9455 2.1389
H -2.6969 -0.2597 1.6619
H -1.8602 -1.8850 4.2589
H 0.0045 -1.4502 5.8325
H 2.0141 -0.1985 5.0013
H 2.0207 0.5805 2.6559
H -0.3361 -0.4532 -2.5429
H -1.1785 -1.9735 -2.2046
H 0.7556 -3.5040 -2.5765
H 2.8947 -4.3672 -1.6149
H 3.9730 -3.0857 0.2425
H 2.9153 -0.9665 0.9884
H -3.0381 0.4879 -0.3783
H -2.8501 -0.3164 -1.9430
H -3.6165 2.0487 -2.7726
H -2.6543 4.1388 -3.7237
H -0.2715 4.7070 -3.2297
H 1.0253 3.1801 -1.7443
Se 1.8780 0.5468 -3.9459
Sb 3.8923 -0.1989 -3.0220
Se 5.4468 -1.7709 -3.7229
Se 4.6259 0.7871 -0.8427
Se 2.8180 1.9386 0.0803
O -2.3928 3.7516 1.9441
S -1.4664 2.6803 2.1136
O -1.3758 2.0390 3.3964
O -1.7125 1.5920 1.0394
S 0.4441 3.2591 1.4922
*
```

Output
Relative energy (zero: lowest compared OMol25 entry of this formula, charge and spin) in kJ/mol: 0.0


No. 7
Here is C6H8O2 in the gas phase in a non-equilibrium geometry from the OMol25 dataset. Energies are from ωB97M-V with the def2-TZVPD basis set.

```
! wB97M-V def2-TZVPD RIJCOSX def2/J DEFGRID3
* xyz 0 1
C -1.3768 -1.3175 -1.2130
C -0.7276 -0.4731 -0.2092
C 1.0604 -0.1552 -0.6600
C -0.8660 -0.0415 1.0053
C 0.4850 0.5001 1.4463
O 1.1060 0.0193 2.3886
C 0.7163 1.9481 0.9964
O -0.0715 2.6286 0.4034
H -2.4343 -1.4300 -0.9568
H -0.9236 -2.3101 -1.2392
H -1.2866 -0.8740 -2.2035
H 1.3315 -1.1916 -0.8406
H 1.9959 0.2480 -0.2711
H 0.8847 0.3990 -1.5855
H -1.6450 -0.2253 1.7264
H 1.7515 2.2753 1.2125
*
```

Output
SMILES string: CC(C)=CC(=O)C=O
Relative energy (zero: lowest compared OMol25 entry of this formula, charge and spin) in kJ/mol: 378.3


No. 8
Here is a 2-piece molecular cluster, C5H10O overall in a non-equilibrium geometry from the OMol25 dataset. Energies are from ωB97M-V with the def2-TZVPD basis set.

```
! wB97M-V def2-TZVPD RIJCOSX def2/J DEFGRID3
* xyz 0 1
C -0.2397 -1.5097 -1.2466
C -0.2058 -0.1399 -0.7251
C -1.3177 0.5953 -0.4448
C -1.1983 1.9773 0.0031
O -0.1300 2.5255 0.2218
H -0.1864 -1.5267 -2.3426
H 0.5619 -2.1880 -0.9368
H -1.1640 -2.0408 -1.0086
H 0.7383 0.3930 -0.8349
H -2.3105 0.1514 -0.5006
H -2.1549 2.5205 0.1522
C 1.5661 -0.1839 1.4790
H 2.4115 -0.5237 0.8545
H 1.0151 -1.0065 1.9433
H 1.9640 0.4613 2.2624
H 0.6504 0.4951 1.1238
*
```

Output
SMILES string: C/C=C/C=O.C
Relative energy (zero: lowest compared OMol25 entry of this formula, charge and spin) in kJ/mol: 186.1


We obtain DFT total energy values of -7392.2960, -29935.3408, -357578.6730, -1055901.4667, -19034.8291, -327552.0835, -10442.8051, -7392.8361 eV for the records listed above, in that order.
We obtain Kohn-Sham gap values of 7.3, 9.4, 5.5, 10.0, 9.0, 6.9, 9.5, 9.9 eV for the records listed above, in that order.